1.
{
  "formula": "C7H16N2O10P2",
  "method": "ωB97M-V/def2-TZVPD",
  "species": ["N", "C", "O", "C", "O", "N", "C", "C", "O", "O", "P", "P", "O", "O", "O", "C", "O", "H", "H", "H", "H", "H", "H", "H", "H", "H", "H", "H", "H", "O", "C", "C", "O", "H", "H", "H", "H"],
  "positions_angstrom": [[1.23, -2.90, -0.30], [0.76, -1.79, 0.45], [-0.32, -2.15, 1.35], [1.80, -1.13, 1.36], [2.93, -1.47, 1.58], [1.16, 0.06, 1.85], [0.51, 0.62, 0.63], [-0.73, 1.46, 0.93], [-1.90, 0.68, 0.82], [-2.46, 0.41, 2.12], [1.92, 1.68, -0.03], [2.32, 2.98, 1.67], [1.18, 3.62, 2.37], [3.32, 4.09, 1.04], [3.25, 2.16, 2.69], [0.27, -0.58, -0.36], [1.13, -0.47, -1.49], [2.00, -3.35, 0.18], [0.47, -3.57, -0.41], [0.06, -2.69, 2.05], [0.47, -0.15, 2.56], [-0.81, 2.24, 0.16], [-0.68, 1.90, 1.93], [-2.03, -0.43, 2.35], [1.33, 2.62, -0.89], [4.11, 3.70, 0.66], [4.13, 1.96, 2.36], [-0.75, -0.73, -0.78], [0.75, 0.22, -2.05], [-4.26, -2.41, -3.87], [-3.19, -1.59, -3.74], [-3.17, -0.66, -2.47], [-2.10, 0.18, -2.34], [-3.06, -0.86, -4.59], [-2.20, -2.12, -3.69], [-3.28, -1.39, -1.61], [-4.16, -0.14, -2.49]],
  "multiplicity": 1,
  "e_lumo_ev": 3.6387,
  "total_energy_ev": -49545.743,
  "charge": -2,
  "e_homo_ha": 0.066
}



2.
{
  "formula": "C29H44F8O4S",
  "method": "ωB97M-V/def2-TZVPD",
  "species": ["C", "C", "C", "C", "C", "C", "C", "C", "C", "C", "S", "O", "C", "C", "C", "C", "C", "O", "C", "C", "C", "O", "C", "C", "C", "C", "C", "C", "H", "H", "H", "H", "H", "H", "H", "H", "H", "H", "H", "H", "H", "H", "H", "H", "H", "H", "H", "H", "H", "H", "H", "H", "H", "H", "H", "H", "H", "H", "H", "H", "H", "H", "H", "H", "H", "H", "H", "H", "F", "C", "F", "C", "F", "F", "C", "O", "C", "F", "F", "C", "F", "F", "H", "H", "H", "H"],
  "positions_angstrom": [[-5.85, 0.02, 1.14], [-4.67, -0.07, 2.27], [-4.34, -1.59, 2.79], [-3.16, -1.42, 3.97], [-2.49, -2.90, 4.15], [-0.95, -2.88, 4.77], [-0.20, -4.22, 4.13], [1.00, -3.71, 3.09], [2.42, -4.02, 3.92], [3.74, -3.36, 3.14], [3.96, -1.59, 3.72], [3.44, -3.45, 1.70], [4.55, -2.98, 0.86], [3.95, -1.81, -0.16], [4.11, -2.41, -1.70], [2.61, -2.87, -2.18], [2.12, -4.28, -1.46], [4.70, -0.57, 0.08], [3.78, 0.60, 0.25], [2.97, 0.75, -1.17], [2.51, 2.33, -1.50], [2.36, 3.27, -0.56], [2.21, 2.62, -3.12], [0.81, 1.91, -3.68], [0.45, 2.10, -5.28], [1.49, 2.96, -6.27], [2.86, 3.68, -5.66], [3.22, 3.49, -4.07], [-5.39, 0.63, 0.22], [-6.75, 0.62, 1.61], [-6.24, -1.03, 0.76], [-4.97, 0.55, 3.23], [-3.63, 0.39, 1.91], [-5.26, -2.15, 3.27], [-3.93, -2.31, 1.94], [-2.42, -0.62, 3.56], [-3.72, -1.05, 4.93], [-3.16, -3.59, 4.82], [-2.38, -3.37, 3.06], [-0.97, -2.99, 5.95], [-0.34, -1.92, 4.50], [-0.94, -4.96, 3.61], [0.30, -4.76, 5.07], [0.89, -2.59, 2.78], [0.93, -4.35, 2.09], [2.57, -5.19, 3.85], [2.35, -3.60, 5.01], [4.72, -3.97, 3.34], [2.90, -0.80, 3.24], [5.47, -2.55, 1.45], [4.96, -3.93, 0.27], [2.79, -1.72, 0.11], [4.45, -1.54, -2.44], [4.94, -3.24, -1.80], [1.78, -2.05, -1.96], [2.63, -3.01, -3.35], [2.88, -4.66, -0.65], [1.06, -4.09, -0.99], [1.99, -5.11, -2.28], [4.49, 1.51, 0.51], [3.07, 0.47, 1.20], [2.03, 0.05, -1.28], [3.75, 0.49, -2.03], [0.13, 1.28, -2.93], [-0.53, 1.57, -5.69], [1.24, 3.07, -7.44], [3.59, 4.28, -6.36], [4.19, 3.94, -3.54], [-4.01, 5.93, -0.91], [-5.00, 5.02, -1.08], [-5.64, 4.93, 0.12], [-4.47, 3.66, -1.51], [-3.69, 3.10, -0.54], [-5.54, 2.81, -1.64], [-3.71, 3.64, -2.84], [-2.28, 3.71, -2.76], [-1.74, 5.01, -2.61], [-2.71, 5.93, -2.86], [-0.83, 5.15, -3.62], [-1.04, 5.23, -1.26], [-1.88, 5.00, -0.22], [-0.61, 6.51, -1.13], [-5.72, 5.42, -1.80], [-3.91, 2.67, -3.30], [-4.11, 4.37, -3.56], [-0.18, 4.56, -1.16]],
  "multiplicity": 1,
  "e_lumo_ev": -0.3022,
  "total_energy_ev": -71533.559,
  "charge": 0,
  "e_homo_ha": -0.328
}



3.
{
  "formula": "C9H14",
  "method": "ωB97M-V/def2-TZVPD",
  "species": ["C", "C", "C", "C", "C", "C", "C", "H", "H", "H", "H", "H", "H", "H", "H", "C", "C", "H", "H", "H", "H", "H", "H"],
  "positions_angstrom": [[1.91, 1.87, 2.17], [0.67, 1.31, 1.53], [0.40, -0.07, 1.82], [-0.55, -0.70, 1.04], [-1.41, 0.06, 0.18], [-1.08, 1.36, -0.12], [-0.05, 2.01, 0.62], [2.13, 2.87, 1.75], [2.74, 1.22, 1.98], [1.79, 2.02, 3.24], [0.81, -0.68, 2.61], [-0.74, -1.76, 1.14], [-2.23, -0.44, -0.31], [-1.46, 1.78, -1.03], [0.08, 3.04, 0.29], [-0.47, -2.15, -2.28], [0.15, -2.61, -3.63], [-1.32, -2.82, -2.18], [0.33, -2.17, -1.54], [-0.93, -1.19, -2.44], [1.21, -2.42, -3.62], [-0.30, -2.17, -4.52], [0.12, -3.71, -3.68]],
  "multiplicity": 1,
  "relative_energy_kcal_mol": 23.1,
  "e_lumo_ev": 1.0198,
  "total_energy_ev": -9559.180,
  "charge": 0,
  "e_homo_ha": -0.325
}



4.
{
  "formula": "C4H12O4",
  "method": "ωB97M-V/def2-TZVPD",
  "species": ["O", "C", "C", "O", "H", "H", "H", "H", "H", "H", "O", "C", "C", "O", "H", "H", "H", "H", "H", "H"],
  "positions_angstrom": [[-1.17, 2.10, -0.04], [-2.58, 1.93, 0.25], [-3.00, 0.62, -0.33], [-2.32, -0.35, 0.39], [-0.99, 2.05, -1.00], [-2.72, 2.09, 1.34], [-3.23, 2.65, -0.28], [-4.09, 0.49, -0.19], [-2.78, 0.61, -1.41], [-1.41, -0.02, 0.49], [1.20, -0.52, 0.47], [1.89, -1.23, -0.54], [3.23, -1.57, 0.08], [3.01, -2.02, 1.36], [1.51, 0.41, 0.43], [1.41, -2.17, -0.88], [2.12, -0.63, -1.44], [3.80, -2.33, -0.49], [3.82, -0.64, 0.09], [2.28, -1.47, 1.71]],
  "multiplicity": 1,
  "relative_energy_kcal_mol": 47.7,
  "e_lumo_ev": 0.4756,
  "total_energy_ev": -12531.022,
  "charge": 0,
  "e_homo_ha": -0.366
}



5.
{
  "formula": "C27H26FN3O5S2",
  "method": "ωB97M-V/def2-TZVPD",
  "species": ["C", "C", "N", "C", "C", "S", "O", "O", "C", "C", "C", "C", "O", "O", "C", "C", "O", "N", "C", "C", "C", "C", "C", "N", "C", "C", "C", "C", "C", "C", "C", "S", "C", "C", "C", "C", "C", "F", "H", "H", "H", "H", "H", "H", "H", "H", "H", "H", "H", "H", "H", "H", "H", "H", "H", "H", "H", "H", "H", "H", "H", "H", "H", "H"],
  "positions_angstrom": [[0.25, 2.39, -3.57], [-1.07, 2.75, -2.90], [-1.61, 1.62, -2.16], [-2.95, 1.16, -2.47], [-2.95, 0.22, -3.67], [-1.17, 1.46, -0.58], [0.11, 2.09, -0.41], [-2.22, 1.83, 0.32], [-0.99, -0.33, -0.43], [-1.65, -0.97, 0.60], [-1.52, -2.35, 0.76], [-2.18, -3.07, 1.87], [-2.19, -4.27, 2.00], [-2.73, -2.23, 2.76], [-3.28, -2.81, 3.94], [-2.32, -3.64, 4.80], [-2.77, -4.45, 5.57], [-0.98, -3.44, 4.69], [-0.26, -2.52, 3.92], [0.73, -2.99, 3.05], [1.41, -2.10, 2.24], [1.14, -0.74, 2.30], [1.82, 0.17, 1.40], [2.27, -0.19, 0.25], [2.83, 0.84, -0.43], [3.37, 0.79, -1.71], [3.88, 1.94, -2.26], [3.87, 3.16, -1.57], [4.44, 4.39, -2.23], [3.34, 3.22, -0.29], [2.82, 2.07, 0.27], [2.07, 1.86, 1.81], [0.19, -0.27, 3.22], [-0.50, -1.15, 4.01], [-0.71, -3.07, -0.12], [-0.04, -2.43, -1.14], [-0.18, -1.06, -1.28], [0.46, -0.45, -2.28], [0.99, 2.14, -2.81], [0.12, 1.54, -4.23], [0.61, 3.24, -4.14], [-1.81, 3.07, -3.64], [-0.91, 3.58, -2.20], [-3.62, 2.00, -2.64], [-3.30, 0.63, -1.58], [-2.29, -0.62, -3.50], [-3.96, -0.14, -3.86], [-2.61, 0.75, -4.56], [-2.27, -0.39, 1.25], [-4.11, -3.48, 3.69], [-3.66, -1.97, 4.52], [-0.44, -4.17, 5.14], [0.93, -4.05, 3.00], [2.16, -2.45, 1.55], [3.37, -0.14, -2.25], [4.29, 1.92, -3.26], [5.48, 4.23, -2.49], [4.37, 5.25, -1.57], [3.90, 4.60, -3.15], [3.32, 4.15, 0.25], [-0.01, 0.79, 3.28], [-1.24, -0.79, 4.71], [-0.63, -4.14, 0.02], [0.60, -2.97, -1.82]],
  "multiplicity": 1,
  "relative_energy_kcal_mol": 0.0,
  "e_lumo_ev": 0.0897,
  "total_energy_ev": -67518.119,
  "charge": 0,
  "e_homo_ha": -0.299
}



6.
{
  "formula": "CH2O2",
  "method": "ωB97M-V/def2-TZVPD",
  "species": ["C", "O", "O", "H", "H"],
  "positions_angstrom": [[0.40, 0.15, 0.00], [-0.84, 0.70, 0.00], [-1.28, -0.69, 0.00], [0.87, -0.07, -0.95], [0.86, -0.09, 0.95]],
  "multiplicity": 1,
  "relative_energy_kcal_mol": 132.8,
  "e_lumo_ev": -0.8145,
  "total_energy_ev": -5158.654,
  "charge": 0,
  "e_homo_ha": -0.362
}



7.
{
  "formula": "C5H6BrI",
  "method": "ωB97M-V/def2-TZVPD",
  "species": ["C", "C", "Br", "C", "I", "C", "C", "H", "H", "H", "H", "H", "H"],
  "positions_angstrom": [[1.45, -2.02, -0.12], [0.22, -1.62, 0.17], [-0.92, -2.93, 1.07], [-0.43, -0.31, -0.23], [-1.48, -0.32, -2.09], [-0.26, 0.81, 0.41], [-0.60, 2.27, 0.00], [1.90, -2.89, 0.40], [2.17, -1.43, -0.65], [0.07, 0.81, 1.46], [-0.13, 2.90, 0.77], [-1.73, 2.29, -0.13], [-0.29, 2.44, -1.08]],
  "multiplicity": 1,
  "relative_energy_kcal_mol": 0.0,
  "e_lumo_ev": 0.1705,
  "total_energy_ev": -83423.617,
  "charge": 0,
  "e_homo_ha": -0.337
}



8.
{
  "formula": "C5H14",
  "method": "ωB97M-V/def2-TZVPD",
  "species": ["C", "C", "C", "H", "H", "H", "H", "H", "H", "H", "H", "C", "C", "H", "H", "H", "H", "H", "H"],
  "positions_angstrom": [[-1.62, 0.13, -1.23], [-0.80, 1.39, -1.25], [0.65, 1.19, -1.66], [-2.20, 0.12, -0.28], [-1.11, -0.81, -1.30], [-2.42, 0.14, -2.01], [-1.17, 2.22, -1.86], [-0.79, 1.81, -0.23], [1.24, 0.82, -0.81], [0.74, 0.54, -2.45], [1.26, 1.98, -1.95], [0.22, -0.88, 2.25], [1.31, -1.64, 1.57], [-0.76, -1.42, 2.48], [0.65, -0.54, 3.25], [-0.12, 0.07, 1.81], [2.15, -0.89, 1.27], [1.05, -1.73, 0.45], [1.74, -2.49, 1.96]],
  "multiplicity": 1,
  "relative_energy_kcal_mol": 28.9,
  "e_lumo_ev": 1.1311,
  "total_energy_ev": -5410.795,
  "charge": 0,
  "e_homo_ha": -0.400
}



9.
{
  "formula": "ClHO4",
  "method": "ωB97M-V/def2-TZVPD",
  "species": ["O", "O", "O", "O", "Cl", "H"],
  "positions_angstrom": [[-1.24, 0.21, 1.37], [-0.76, -1.59, -0.07], [-1.12, 0.57, -0.95], [1.64, 0.76, 0.02], [-0.70, -0.20, 0.13], [2.17, 0.25, -0.50]],
  "multiplicity": 1,
  "relative_energy_kcal_mol": 65.2,
  "e_lumo_ev": [-4.2477, -4.2494],
  "total_energy_ev": -20717.068,
  "charge": 0,
  "e_homo_ha": [-0.422, -0.422]
}



10.
{
  "formula": "Br2FH2PSi",
  "method": "ωB97M-V/def2-TZVPD",
  "species": ["F", "Si", "P", "Br", "Br", "H", "H"],
  "positions_angstrom": [[0.45, 0.60, -1.75], [0.26, 0.54, 0.04], [-0.87, -1.30, 0.56], [-0.73, 2.46, 0.63], [2.31, 0.54, 0.94], [0.17, -1.95, 0.02], [-1.58, -0.89, -0.44]],
  "multiplicity": 1,
  "relative_energy_kcal_mol": 15.1,
  "e_lumo_ev": 0.0967,
  "total_energy_ev": -160004.619,
  "charge": 0,
  "e_homo_ha": -0.399
}



11.
{
  "formula": "C5H17NO2",
  "method": "ωB97M-V/def2-TZVPD",
  "species": ["C", "C", "N", "C", "C", "C", "H", "H", "H", "H", "H", "H", "H", "H", "H", "H", "H", "H", "H", "O", "H", "H", "O", "H", "H"],
  "positions_angstrom": [[1.16, -1.67, -1.69], [1.01, -0.15, -1.10], [-0.38, -0.21, -0.57], [-1.46, -0.05, -1.74], [-0.67, 0.93, 0.39], [-2.00, 0.69, 1.22], [0.74, -2.17, -0.86], [0.55, -1.76, -2.58], [2.20, -1.98, -1.88], [1.28, 0.48, -1.90], [1.73, -0.01, -0.19], [-2.24, -0.17, -1.04], [-1.20, -0.91, -2.31], [-1.25, 0.94, -2.13], [-0.60, 1.89, -0.05], [0.14, 0.90, 1.10], [-2.83, 0.14, 0.68], [-2.38, 1.63, 1.63], [-1.71, 0.12, 2.13], [1.29, -1.26, 1.95], [1.03, -2.15, 1.49], [1.04, -0.68, 1.25], [1.74, 2.17, 2.06], [1.06, 1.93, 2.72], [1.75, 1.35, 1.41]],
  "multiplicity": 1,
  "relative_energy_kcal_mol": 69.1,
  "e_lumo_ev": 0.8037,
  "total_energy_ev": -11043.258,
  "charge": 0,
  "e_homo_ha": -0.341
}



12.
{
  "formula": "C7H10OS",
  "method": "ωB97M-V/def2-TZVPD",
  "species": ["C", "C", "C", "C", "C", "C", "C", "O", "S", "H", "H", "H", "H", "H", "H", "H", "H", "H", "H"],
  "positions_angstrom": [[0.76, 2.51, -2.83], [-0.32, 2.13, -2.43], [-0.58, -0.90, -0.80], [0.39, -1.97, 0.98], [0.93, 0.52, 0.38], [-1.21, -0.06, 1.43], [-0.14, -0.58, 0.50], [-0.69, -1.61, -1.72], [-1.64, 1.69, -1.54], [1.75, 2.63, -3.20], [1.05, -2.49, 0.31], [0.93, -1.77, 1.86], [-0.50, -2.50, 1.21], [0.76, 1.41, -0.29], [1.77, -0.02, -0.06], [1.25, 0.79, 1.31], [-1.51, 0.97, 1.03], [-0.80, -0.08, 2.40], [-2.20, -0.65, 1.46]],
  "multiplicity": 1,
  "relative_energy_kcal_mol": 92.7,
  "e_lumo_ev": -0.5222,
  "total_energy_ev": -20299.376,
  "charge": 0,
  "e_homo_ha": -0.270
}



- multiplicity of number 9 (ClHO4)?
  1